Record 1
DFT (ωB97M-V/def2-TZVPD) results for a molecular structure, C22H22N7OS3V at a distorted geometry.

## Properties
Total charge: -1
HOMO-LUMO gap (spin up / spin down): 5.2983 / 6.3097 eV
DFT total energy: -93846.5540 eV
2S+1: 4
Energy relative to the best compared isomer or geometry (same formula, charge and spin): 9.74 kcal/mol
Maximum force: 1.65 eV/A

The geometry in XYZ format:
```
56
C22H22N7OS3V ωB97M-V/def2-TZVPD
V 0.168 0.086 0.425
C 0.884 0.031 4.630
C 1.118 0.174 3.291
N 0.109 0.132 2.362
C -1.185 -0.025 2.853
C -1.478 -0.167 4.209
C -0.424 -0.150 5.118
C -2.872 -0.317 4.586
C -3.856 -0.307 3.674
C -3.564 -0.158 2.267
C -4.521 -0.126 1.264
C -4.126 0.021 -0.053
C -2.772 0.118 -0.352
N -1.822 0.077 0.575
C -2.218 -0.039 1.886
H 1.725 0.077 5.310
H 2.113 0.343 2.904
H -0.617 -0.253 6.179
H -3.108 -0.426 5.639
H -4.891 -0.409 3.981
H -5.571 -0.210 1.521
H -4.848 0.062 -0.857
H -2.428 0.221 -1.373
S 0.109 2.101 -1.012
C 1.697 2.743 -0.518
S 2.994 2.842 -1.624
C 1.899 3.042 0.838
C 3.225 3.290 1.348
N 4.290 3.445 1.767
C 0.841 3.038 1.818
N -0.004 3.021 2.605
N 4.002 -1.290 -0.036
C 2.675 -1.203 0.086
O 2.176 -0.089 0.320
C 1.788 -2.410 -0.040
C 0.392 -2.062 0.528
H 4.500 -0.413 -0.118
H 4.411 -2.120 -0.425
H 2.286 -3.273 0.415
H 1.711 -2.605 -1.111
H 0.345 -2.381 1.572
H -0.383 -2.618 -0.012
C -1.030 -1.712 -5.369
N -0.146 -0.593 -5.090
C 0.383 -0.339 -3.861
S -0.117 -1.191 -2.472
N 1.307 0.615 -3.834
C 1.610 1.472 -4.961
H -1.398 -1.599 -6.387
H -1.868 -1.706 -4.680
H -0.527 -2.675 -5.265
H 0.348 -0.208 -5.874
H 1.567 1.002 -2.924
H 0.708 1.944 -5.368
H 2.121 0.927 -5.764
H 2.269 2.252 -4.592
```

natural (NBO) analysis output, partial charges in e: 1.242, -0.253, 0.038, -0.586, 0.084, 0.021, -0.239, -0.187, -0.196, -0.105, -0.139, -0.289, 0.083, -0.545, 0.217, 0.214, 0.220, 0.201, 0.203, 0.204, 0.205, 0.215, 0.227, -0.295, -0.153, -0.365, -0.515, 0.342, -0.421, 0.339, -0.411, -0.788, 0.716, -0.664, -0.519, -0.871, 0.424, 0.391, 0.201, 0.253, 0.194, 0.190, -0.406, -0.609, 0.352, -0.273, -0.600, -0.438, 0.192, 0.225, 0.194, 0.388, 0.468, 0.191, 0.175, 0.258

***

Record 2
DFT (ωB97M-V/def2-TZVPD) results for C17H24N6O3 in the gas phase at a distorted geometry.

## Properties
Total charge: 0
HOMO-LUMO gap: 7.9724 eV
DFT total energy: -33095.4151 eV
2S+1: 1
Energy relative to the best compared isomer or geometry (same formula, charge and spin): 188.62 kcal/mol
SMILES: [H]/N=C(/N)NCCC[C@H](NC(=O)[C@@H](N)Cc1c[nH]c2ccccc12)C(=O)O
Maximum force: 6.17 eV/A

The geometry in XYZ format:
```
50
C17H24N6O3 ωB97M-V/def2-TZVPD
H -5.743 -0.748 -1.519
N -6.680 -0.610 -0.945
C -6.340 -0.615 0.343
N -7.386 -0.440 1.405
N -5.088 -1.277 0.795
C -3.985 -0.737 -0.051
C -3.984 0.864 -0.209
C -2.881 1.584 -1.029
C -1.612 1.026 -0.462
N -1.341 -0.407 -0.663
C 0.008 -1.148 -1.194
O 0.029 -2.259 -1.692
C 1.309 -0.549 -0.620
N 1.404 -0.991 0.729
C 2.534 -0.785 -1.551
C 3.755 -0.010 -1.114
C 4.078 1.306 -1.444
N 5.259 1.587 -0.898
C 5.739 0.651 0.042
C 7.007 0.356 0.734
C 6.783 -0.669 1.661
C 5.760 -1.580 1.707
C 4.713 -1.372 0.812
C 4.616 -0.335 -0.002
C -1.352 1.451 0.947
O -1.026 0.646 1.762
O -1.400 2.841 1.325
H -7.398 -0.983 2.336
H -8.340 -0.228 1.004
H -4.989 -1.273 1.868
H -3.096 -0.940 0.409
H -3.944 -1.269 -0.989
H -5.155 0.996 -0.614
H -4.149 1.254 0.863
H -2.872 1.473 -2.203
H -2.982 2.679 -1.009
H -0.874 1.554 -1.136
H -1.992 -1.121 -0.809
H 0.969 0.648 -0.702
H 0.695 -0.665 1.325
H 2.211 -0.538 1.209
H 2.507 -1.906 -1.432
H 2.139 -0.514 -2.421
H 3.689 1.895 -2.274
H 5.596 2.606 -0.841
H 8.087 0.864 0.591
H 7.582 -1.007 2.171
H 5.780 -2.515 2.266
H 3.834 -2.024 1.000
H -1.472 3.234 0.519
```

natural (NBO) analysis output, partial charges in e: 0.339, -0.736, 0.576, -0.888, -0.642, -0.239, -0.475, -0.420, -0.190, -0.710, 0.742, -0.546, -0.077, -0.837, -0.430, -0.092, -0.014, -0.533, 0.149, -0.252, -0.220, -0.236, -0.192, -0.112, 0.773, -0.551, -0.667, 0.403, 0.408, 0.391, 0.214, 0.189, 0.251, 0.226, 0.233, 0.231, 0.243, 0.398, 0.113, 0.392, 0.369, 0.246, 0.214, 0.214, 0.408, 0.242, 0.198, 0.221, 0.220, 0.460

***

Record 3
DFT (ωB97M-V/def2-TZVPD) results for a molecular structure, C3H5IN3 at a distorted geometry.

## Properties
Total charge: +1
HOMO-LUMO gap (spin up / spin down): 7.4568 / 7.4587 eV
DFT total energy: -15751.0606 eV
2S+1: 1
Energy relative to the best compared isomer or geometry (same formula, charge and spin): 96.49 kcal/mol
Maximum force: 3.37 eV/A

The geometry in XYZ format:
```
12
C3H5IN3 ωB97M-V/def2-TZVPD
C 1.209 -0.305 -0.375
C 0.420 1.802 -0.033
C -0.090 -1.036 -0.214
N 1.393 0.912 -0.319
N -0.669 1.767 0.543
N -0.935 -0.389 0.706
I -2.850 -0.499 0.192
H 2.015 -1.034 -0.664
H 0.626 2.733 -0.395
H -0.520 -1.178 -1.248
H 0.189 -2.068 0.085
H -0.788 -0.705 1.723
```

natural (NBO) analysis output, partial charges in e: 0.250, 0.156, -0.379, -0.412, 0.023, -0.639, 0.514, 0.230, 0.266, 0.275, 0.262, 0.453

***

Record 4
DFT (ωB97M-V/def2-TZVPD) results for a molecular structure, C36H45N5O4PS2Ti.

## Properties
Total charge: +1
HOMO-LUMO gap: 7.5735 eV
DFT total energy: -107776.4717 eV
2S+1: 1
Energy relative to the best compared isomer or geometry (same formula, charge and spin): 23.46 kcal/mol
Maximum force: 0.57 eV/A

The geometry in XYZ format:
```
94
C36H45N5O4PS2Ti ωB97M-V/def2-TZVPD
Ti -0.094 -0.833 -0.858
O 1.053 -0.573 1.363
S 2.165 0.147 0.733
O 3.324 -0.688 0.492
O 1.613 0.750 -0.512
C 2.674 1.403 1.869
C 4.036 1.662 1.940
C 4.514 2.597 2.843
C 3.626 3.251 3.680
C 2.268 2.973 3.616
C 1.756 2.043 2.713
P -0.060 1.694 2.646
C -0.271 0.331 3.843
C -1.570 -0.154 4.015
C -1.816 -1.251 4.828
C -0.760 -1.885 5.471
C 0.533 -1.409 5.306
C 0.778 -0.305 4.499
C -0.735 3.142 3.533
C -0.913 4.302 2.777
C -1.419 5.453 3.361
C -1.775 5.448 4.703
C -1.616 4.296 5.458
C -1.095 3.146 4.878
H 4.713 1.112 1.302
H 5.575 2.801 2.898
H 3.989 3.975 4.397
H 1.589 3.487 4.283
H -2.398 0.343 3.518
H -2.829 -1.605 4.966
H -0.947 -2.741 6.105
H 1.357 -1.895 5.812
H 1.791 0.054 4.377
H -0.645 4.305 1.726
H -1.545 6.349 2.767
H -2.180 6.343 5.158
H -1.893 4.290 6.504
H -0.962 2.255 5.478
N 0.811 -2.750 -0.212
C 0.239 -3.318 1.031
C -1.238 -2.983 1.098
N -1.416 -1.545 0.794
H 0.788 -3.412 -0.980
H 1.795 -2.528 -0.072
H 0.757 -2.861 1.870
H 0.386 -4.398 1.083
H -1.638 -3.233 2.083
H -1.796 -3.548 0.355
H -1.181 -0.993 1.619
H -2.391 -1.367 0.574
O -1.599 2.261 -0.374
C -1.104 1.262 -0.247
C -0.491 1.716 -3.417
C -1.811 1.115 -3.898
C -3.012 1.329 -2.971
C -1.748 -0.342 -4.318
C -1.955 -0.607 -5.664
C -2.136 -1.897 -6.132
C -2.217 -2.923 -5.213
C -2.021 -2.712 -3.851
C -2.328 -3.891 -2.945
C -1.109 -4.568 -2.321
C -3.385 -3.532 -1.898
C -1.661 -1.421 -3.404
N -1.158 -1.223 -2.110
H -0.632 2.745 -3.081
H 0.206 1.737 -4.258
H -0.011 1.153 -2.616
H -2.053 1.668 -4.809
H -2.961 0.702 -2.083
H -3.926 1.061 -3.502
H -3.093 2.373 -2.662
H -2.003 0.225 -6.356
H -2.278 -2.088 -7.187
H -2.461 -3.923 -5.551
H -2.786 -4.634 -3.602
H -0.792 -4.016 -1.441
H -0.277 -4.627 -3.024
H -1.359 -5.580 -1.998
H -3.059 -2.683 -1.295
H -3.583 -4.381 -1.240
H -4.323 -3.253 -2.380
S 1.654 -1.450 -2.836
C 2.937 -0.324 -2.929
N 4.005 -0.267 -2.145
C 4.858 0.879 -2.453
C 4.133 1.534 -3.650
N 3.027 0.609 -3.876
H 3.982 -0.697 -1.231
H 5.861 0.545 -2.716
H 4.926 1.549 -1.597
H 4.772 1.606 -4.528
H 3.754 2.528 -3.408
H 2.268 0.767 -4.514
```

Mulliken analysis output, partial charges in e: -0.517, -0.357, 2.676, -1.045, -0.834, -0.149, -0.637, -0.867, -0.819, -0.513, -0.026, 0.575, 0.337, -0.346, -0.734, -0.621, -0.656, -0.468, -0.027, -0.283, -0.717, -0.505, -0.773, 0.034, 0.589, 0.424, 0.442, 0.452, 0.428, 0.449, 0.402, 0.426, 0.436, 0.377, 0.410, 0.397, 0.429, 0.398, -0.185, -1.017, -0.277, -0.035, 0.419, 0.318, 0.286, 0.671, 0.491, 0.195, -0.428, 0.440, -0.219, 0.464, -1.295, 0.559, -1.516, 0.341, -0.895, -1.295, -0.839, 0.438, 0.398, -1.089, -1.571, 0.053, 1.405, 0.444, 0.212, 0.335, 0.680, 0.119, 0.382, 0.432, 0.423, 0.389, 0.436, 0.727, -0.385, 0.337, 0.508, 0.066, 0.398, 0.438, -0.366, 0.204, -0.039, -0.412, -0.617, -0.123, 0.348, 0.382, 0.162, 0.334, 0.309, 0.272

***

Record 5
DFT (ωB97M-V/def2-TZVPD) results for a gas-phase ion, C3H3ClNO2 (charge -1) at a distorted geometry.

## Properties
Total charge: -1
HOMO-LUMO gap: 7.8345 eV
DFT total energy: -21267.7243 eV
2S+1: 1
Energy relative to the best compared isomer or geometry (same formula, charge and spin): 13.81 kcal/mol
SMILES: [H]/N=C/[C@H](Cl)C(=O)[O-]
Maximum force: 4.65 eV/A

The geometry in XYZ format:
```
10
C3H3ClNO2 ωB97M-V/def2-TZVPD
H -0.815 1.212 2.372
N -0.264 1.393 1.439
C -0.708 0.544 0.576
C -0.052 0.215 -0.733
Cl -1.041 -0.240 -2.042
C 1.010 -1.046 -0.408
O 0.452 -2.120 -0.545
O 2.085 -0.603 -0.143
H -1.335 -0.383 0.649
H 0.667 1.028 -1.165
```

natural (NBO) analysis output, partial charges in e: 0.313, -0.641, 0.110, -0.464, -0.048, 0.815, -0.745, -0.714, 0.160, 0.215